one) A cluster of 2 separate species, CHN3O2 in total. Source: OMol25; level of theory: wB97M-V/def2-TZVPD.

Calculated values
HOMO ... -11.2 eV
Spin multiplicity ... 1
Gap between HOMO and LUMO ... 11.84 eV
SMILES string ... N#[N+][O-].N=C=O
Net charge ... 0

Last column: natural (NBO) charge in e.
Atoms and positions in Å:
N -0.0846 0.8888 2.2800  -0.084
N 0.8385 0.3028 2.2699  0.441
O 1.8060 -0.3082 2.1399  -0.354
N -1.0955 -0.3732 -2.1166  -0.773
C -0.3926 -0.0184 -1.2392  0.854
O 0.1345 0.5123 -0.3298  -0.549
H -1.2063 -1.0041 -3.0042  0.466

---

two) An isolated molecule of CHN3O2. Source: OMol25; level of theory: wB97M-V/def2-TZVPD.

Calculated values
HOMO ... -10.5 eV
Spin multiplicity ... 1
Gap between HOMO and LUMO ... 9.93 eV
SMILES string ... O=c1nn[nH]o1
Net charge ... 0

Last column: natural (NBO) charge in e.
Atoms and positions in Å:
O 0.9047 1.7688 -1.1223  -0.524
C 0.5333 0.7748 -0.5874  0.785
N 0.9229 -0.5998 -0.6974  -0.316
N 0.2773 -1.3842 0.1252  0.081
N -0.7426 -0.5767 0.5857  -0.123
O -0.5971 0.7224 0.2722  -0.310
H -1.2986 -0.7054 1.4240  0.408

---

three) An isolated molecule of CHN3O2. Source: OMol25; level of theory: wB97M-V/def2-TZVPD.

Calculated values
HOMO (spin up / spin down) ... -10.5 / -10.5 eV
Spin multiplicity ... 1
Gap between HOMO and LUMO (spin up / spin down) ... 9.07 / 9.06 eV
SMILES string ... N#C/[N+]([O-])=N/O
Net charge ... 0

Last column: natural (NBO) charge in e.
Atoms and positions in Å:
N -4.0736 0.7818 -0.1142  -0.212
C -3.0696 0.2715 0.0745  0.394
N -1.9286 -0.4235 0.1850  0.088
O -2.1992 -1.8465 -0.1103  -0.489
N -0.7990 0.1096 0.2237  0.166
O 0.2203 -0.7543 0.0611  -0.451
H 1.0362 -0.2323 0.0225  0.504

---

Relative energies, in kcal/mol, with the most stable structure set to zero: one) 0.0; two) 22.1; three) 98.6.

---

one) A cluster of 2 separate species, C3H6NO4S in total. Source: OMol25; level of theory: wB97M-V/def2-TZVPD.

Calculated values
HOMO (spin up / spin down) ... -3.0 / -3.0 eV
Spin multiplicity ... 1
Gap between HOMO and LUMO (spin up / spin down) ... 4.88 / 4.88 eV
Net charge ... -1

Last column: natural (NBO) charge in e.
Atoms and positions in Å:
C 2.1847 0.5411 0.7552  -0.600
C 1.3419 -0.5521 0.1977  -0.481
C 0.9198 -0.4811 -1.2955  -0.238
N -0.3733 -0.2624 -1.6898  0.412
O -4.6852 -0.7718 1.7770  -0.849
O -0.6293 -0.0113 -2.9069  -0.591
O -1.3236 -0.3678 -0.8098  -0.660
O -4.7680 1.5899 1.1846  -0.850
S -4.0305 0.3414 1.1280  1.697
H 1.8854 1.6160 0.6222  0.206
H 2.4637 0.2288 1.7517  0.191
H 3.1981 0.5578 0.1975  0.176
H 0.3347 -0.6718 0.5908  0.247
H 1.7177 -1.4956 0.5138  0.179
H 1.7640 -0.2611 -2.0165  0.161

---

two) The ion C3H6NO4S with charge -1. Source: OMol25; level of theory: wB97M-V/def2-TZVPD.

Calculated values
HOMO ... -3.9 eV
Spin multiplicity ... 1
Gap between HOMO and LUMO ... 7.73 eV
Net charge ... -1

Last column: natural (NBO) charge in e.
Atoms and positions in Å:
C -0.6209 1.7595 -0.3395  -0.604
C -1.1209 0.2870 -0.4089  -0.476
C -0.2626 -0.6511 0.3444  -0.236
N 0.0302 -0.8501 1.6404  0.413
O 2.2666 -0.8144 -0.5869  -0.910
O 1.0263 -1.7059 1.7594  -0.655
O -0.5885 -0.3706 2.6276  -0.548
O 0.4382 -1.4861 -2.0137  -1.016
S 0.8624 -1.7476 -0.6471  1.488
H 0.2667 1.8473 -1.0399  0.206
H -1.3777 2.4751 -0.5702  0.187
H -0.3366 2.0073 0.6816  0.207
H -0.8908 -0.0091 -1.4731  0.260
H -2.2135 0.1463 -0.2877  0.198
H 2.5213 -0.8876 0.3136  0.485

---

Relative energies, in kcal/mol, with the most stable structure set to zero: one) 10.3; two) 0.0.

---

one) A structure of composition C5H11NO2S. Source: OMol25; level of theory: wB97M-V/def2-TZVPD.

Calculated values
HOMO ... -8.5 eV
Spin multiplicity ... 1
Gap between HOMO and LUMO ... 8.47 eV
Net charge ... 0

Last column: natural (NBO) charge in e.
Atoms and positions in Å:
C 0.5144 1.7187 -1.1433  0.708
C 0.4451 0.1145 1.7713  -0.440
C -1.2682 -1.2025 0.6655  -0.422
C 0.8883 -1.0068 -0.3749  -0.453
C -0.8168 1.2027 -0.7124  -0.230
N -0.1197 -0.2385 0.4206  -0.318
O 1.2701 2.2451 -0.3322  -0.601
O 0.9960 1.4074 -2.3203  -0.674
S -1.6439 0.5038 -2.0777  -0.281
H 0.8819 1.1368 1.7062  0.254
H -0.3405 0.1304 2.6198  0.210
H 1.1595 -0.6230 2.0494  0.206
H -1.1245 -2.0813 1.1324  0.201
H -2.0097 -0.5788 1.2939  0.202
H -1.5224 -1.3762 -0.4057  0.236
H 0.4035 -1.4796 -1.2611  0.231
H 1.7269 -0.3267 -0.5862  0.234
H 1.4234 -1.7846 0.1273  0.207
H -1.2173 1.4700 0.2500  0.225
H 0.3539 0.7685 -2.8226  0.505

---

two) A cluster of 2 separate species, C5H11NO2S in total. Source: OMol25; level of theory: wB97M-V/def2-TZVPD.

Calculated values
HOMO ... -8.5 eV
Spin multiplicity ... 1
Gap between HOMO and LUMO ... 8.97 eV
Net charge ... 0

Last column: natural (NBO) charge in e.
Atoms and positions in Å:
C -0.7123 -1.0089 -0.4396  -0.111
C -0.3739 1.7418 -1.9373  -0.671
C -0.5258 2.5070 0.4082  -0.475
C 0.8507 -2.7963 0.1834  -0.458
C 0.0875 1.7829 -0.5122  -0.124
N 0.0622 -1.6440 0.3803  -0.613
O 1.1475 -1.7458 2.6227  -0.941
O -0.5158 -0.0403 2.2383  -0.925
S 0.7485 -0.7537 1.6947  1.706
H -1.0592 -1.6269 -1.2668  0.130
H -1.1329 0.9096 -2.0868  0.248
H 0.5792 1.7148 -2.6197  0.217
H -0.8743 2.8235 -2.1288  0.211
H -0.0665 2.5633 1.3817  0.197
H -1.1584 0.3587 1.5777  0.554
H -1.0511 3.3879 0.1329  0.194
H 0.7515 -3.1126 -0.9007  0.221
H 1.9013 -2.5604 0.4733  0.225
H 0.4642 -3.6242 0.9541  0.234
H 0.8774 1.1238 -0.1555  0.183

---

Relative energies, in kcal/mol, with the most stable structure set to zero: one) 0.0; two) 66.1.

---

one) The ion C5H12N2 with charge +2. Source: OMol25; level of theory: wB97M-V/def2-TZVPD.

Calculated values
HOMO ... -18.4 eV
Spin multiplicity ... 1
Gap between HOMO and LUMO ... 9.51 eV
SMILES string ... C=[NH+]C(=C)CC[NH3+]
Net charge ... +2

Last column: natural (NBO) charge in e.
Atoms and positions in Å:
C -2.8835 0.0537 -0.4629  0.126
N -1.8666 0.0731 -1.2885  -0.433
C -0.4146 0.2493 -0.9910  0.106
C 0.3134 0.7988 -1.9875  -0.286
C -0.0281 -0.2236 0.4355  -0.464
C 1.5277 0.0803 0.6264  -0.193
N 1.8821 -0.5540 1.9465  -0.671
H -2.8239 0.4376 0.5645  0.245
H -3.8443 -0.4101 -0.9206  0.277
H -2.0954 0.1554 -2.3028  0.465
H 1.3496 1.0489 -1.9763  0.248
H -0.1334 1.0619 -2.9263  0.245
H -0.6157 0.3430 1.3289  0.244
H -0.1904 -1.2826 0.5993  0.248
H 2.0027 -0.5229 -0.1005  0.235
H 1.8777 1.0301 0.6508  0.242
H 1.2891 -0.2976 2.7289  0.450
H 1.7828 -1.5869 1.8642  0.449
H 2.8707 -0.4545 2.2114  0.468

---

two) A cluster of 2 separate species, C5H12N2 in total. Source: OMol25; level of theory: wB97M-V/def2-TZVPD.

Calculated values
HOMO ... -18.9 eV
Spin multiplicity ... 1
Gap between HOMO and LUMO ... 5.96 eV
Net charge ... +2

Last column: Mulliken charge in e.
Atoms and positions in Å:
C -2.0444 0.4452 -0.9755  -0.382
C -1.0160 -0.3369 -0.1586  -0.523
C 0.4328 -0.1538 -0.4701  0.067
C 1.3309 0.0801 0.5836  -0.198
N 2.6185 0.2564 0.6861  -0.111
C 3.5491 -0.1428 -0.3214  -0.677
N -3.7282 -0.1468 0.8340  -0.310
H -1.8402 1.5250 -1.0199  0.424
H -2.2576 0.0467 -1.9698  0.412
H -1.1685 -0.0019 0.8766  0.466
H -1.3441 -1.3954 -0.1377  0.368
H 0.7050 -0.1321 -1.5259  0.423
H 0.8193 0.3058 1.5374  0.338
H 3.9979 0.7597 -0.7704  0.334
H 3.1513 -0.8448 -1.0594  0.334
H 4.3853 -0.6298 0.2445  0.333
H -4.4618 -0.8437 0.6434  0.339
H -3.0826 0.2984 -0.3112  0.034
H -4.1209 0.5490 1.4821  0.328

---

Relative energies, in kcal/mol, with the most stable structure set to zero: one) 0.0; two) 169.1.

---

one) An isolated molecule of C18H22N2O3. Source: OMol25; level of theory: wB97M-V/def2-TZVPD.

Calculated values
HOMO ... -7.8 eV
Spin multiplicity ... 1
Gap between HOMO and LUMO ... 8.40 eV
SMILES string ... CCOC(=O)[C@@H](C#N)[C@@H](/C=C/N1CCOCC1)c1ccccc1
Net charge ... 0

Last column: natural (NBO) charge in e.
Atoms and positions in Å:
C 3.4865 4.0009 2.1495  -0.629
C 3.5908 2.5066 2.3246  -0.067
O 2.4600 1.8778 1.5871  -0.525
C 2.3322 0.5407 1.7544  0.806
O 3.0014 -0.0826 2.5630  -0.573
C 1.3987 -0.2156 0.7599  -0.416
C 1.6456 -1.6178 1.0301  0.317
N 1.7588 -2.7844 1.1205  -0.310
C -0.1132 0.0277 0.8093  -0.249
C -0.7110 -0.4641 -0.4785  -0.337
C -0.4681 0.1441 -1.6789  0.052
N -0.9487 -0.2218 -2.8932  -0.433
C -0.3437 0.3965 -4.0677  -0.228
C -0.6563 -0.4236 -5.3117  -0.076
O -2.0613 -0.6067 -5.4764  -0.531
C -2.7512 -1.0992 -4.3272  -0.069
C -1.8991 -1.3078 -3.0717  -0.246
C -0.7976 -0.6405 2.0373  -0.021
C -1.1555 0.1892 3.0983  -0.202
C -1.7480 -0.3377 4.2518  -0.211
C -2.0634 -1.6981 4.3254  -0.211
C -1.7748 -2.5210 3.2306  -0.203
C -1.1916 -1.9777 2.0743  -0.200
H 4.3029 4.4972 2.6827  0.222
H 3.5600 4.2933 1.0969  0.214
H 2.5421 4.3652 2.5586  0.216
H 4.5479 2.1467 1.9239  0.192
H 3.5153 2.2314 3.3807  0.203
H 1.7858 0.0892 -0.2384  0.271
H -0.2642 1.1129 0.8665  0.228
H -1.3874 -1.3230 -0.3981  0.211
H 0.1213 1.0714 -1.6936  0.191
H 0.7484 0.4555 -3.9303  0.197
H -0.7337 1.4247 -4.2001  0.189
H -0.3711 0.1418 -6.2116  0.206
H -0.1128 -1.3915 -5.2531  0.168
H -3.2023 -2.0520 -4.6562  0.185
H -3.5557 -0.3710 -4.1136  0.179
H -1.3890 -2.2832 -3.1817  0.187
H -2.5713 -1.3463 -2.2118  0.224
H -0.9839 1.2581 2.9965  0.208
H -1.9939 0.3238 5.0771  0.213
H -2.4546 -2.1327 5.2439  0.216
H -2.0228 -3.5798 3.2582  0.217
H -1.0716 -2.6166 1.1927  0.224

---

two) An isolated molecule of C18H22N2O3. Source: OMol25; level of theory: wB97M-V/def2-TZVPD.

Calculated values
HOMO ... -7.7 eV
Spin multiplicity ... 1
Gap between HOMO and LUMO ... 8.04 eV
SMILES string ... CCOC(=O)c1[nH]c2ccccc2c1NC(=O)C1CCCCC1
Net charge ... 0

Last column: natural (NBO) charge in e.
Atoms and positions in Å:
C -3.8835 -4.0317 -0.9716  -0.634
C -3.7487 -3.4424 0.4253  -0.074
O -3.5883 -2.0260 0.3817  -0.514
C -2.3403 -1.5629 0.1694  0.769
O -1.3643 -2.2860 0.0485  -0.643
C -2.2891 -0.1254 0.1142  -0.059
N -3.3953 0.6864 0.2516  -0.520
C -3.0059 1.9814 0.1466  0.246
C -3.7712 3.1420 0.2196  -0.280
C -3.1234 4.3468 0.0772  -0.183
C -1.7408 4.4053 -0.1343  -0.254
C -0.9739 3.2675 -0.2081  -0.152
C -1.6002 2.0240 -0.0670  -0.157
C -1.1584 0.6672 -0.0846  0.198
N 0.0795 0.0799 -0.2531  -0.619
C 1.3218 0.6144 -0.4352  0.706
O 1.5612 1.7990 -0.5007  -0.620
C 2.3964 -0.4673 -0.5005  -0.301
C 2.7563 -0.8695 0.9445  -0.394
C 3.8181 0.0759 1.4928  -0.411
C 5.1458 -0.1263 0.7521  -0.398
C 4.9120 -0.5632 -0.6986  -0.399
C 3.6318 0.0561 -1.2456  -0.410
H -2.9658 -3.8700 -1.5318  0.223
H -4.7088 -3.5619 -1.5016  0.210
H -4.0686 -5.0996 -0.8997  0.218
H -4.6550 -3.6069 1.0121  0.189
H -2.8869 -3.8811 0.9388  0.201
H -4.3272 0.3431 0.4058  0.425
H -4.8373 3.0885 0.3827  0.213
H -3.6887 5.2656 0.1287  0.212
H -1.2706 5.3712 -0.2414  0.213
H 0.0896 3.3168 -0.3706  0.257
H 0.0092 -0.9371 -0.2064  0.440
H 1.9831 -1.3395 -1.0160  0.214
H 1.8620 -0.8427 1.5713  0.215
H 3.1367 -1.8924 0.9583  0.204
H 3.4678 1.1008 1.3627  0.211
H 3.9585 -0.0926 2.5619  0.210
H 5.7110 0.8068 0.7706  0.204
H 5.7461 -0.8825 1.2623  0.200
H 4.8350 -1.6511 -0.7565  0.190
H 5.7604 -0.2645 -1.3163  0.212
H 3.6755 1.1405 -1.1273  0.229
H 3.5343 -0.1568 -2.3116  0.211

---

Relative energies, in kcal/mol, with the most stable structure set to zero: one) 86.0; two) 0.0.